# 1
Here is a molecular structure, C30H20ClN6OsSe from OMol25. Energies are from wB97M-V/def2-TZVPD.

Computed properties:
Energy relative to the best compared isomer or geometry (same formula, charge and spin)   4.6793 eV
HOMO (spin up / spin down)   -9.85 / -9.61 eV
Kohn-Sham gap (spin up / spin down)   4.6 / 4.0 eV
Total charge   +1
Molecular weight   769.18 g mol⁻¹
LUMO energy (spin up / spin down)   -5.27 / -5.57 eV

XYZ file:
```
59
C30H20ClN6OsSe wB97M-V/def2-TZVPD
Os 0.197 0.191 0.018
C 1.997 -4.159 1.333
C 0.703 -3.652 1.880
C -0.127 -2.950 1.108
C 0.183 -2.816 -0.288
C 0.985 -3.860 -0.894
C 1.841 -4.528 -0.106
N -0.192 -1.692 -0.937
N -0.228 -1.821 -2.247
C -0.284 -0.770 -3.133
C 0.066 -1.208 -4.432
C 0.300 -0.326 -5.461
C 0.137 1.035 -5.233
C -0.328 1.479 -4.006
C -0.563 0.620 -2.935
H 2.342 -5.006 1.922
H 0.508 -3.781 2.939
H -1.002 -2.444 1.501
H 0.947 -3.994 -1.965
H 2.515 -5.267 -0.523
H 0.196 -2.274 -4.563
H 0.613 -0.688 -6.431
H 0.340 1.750 -6.019
H -0.560 2.529 -3.899
Se 3.480 -2.709 6.271
N 3.641 -2.967 4.528
C 2.860 -2.094 3.938
C 2.717 -1.965 2.513
C 3.191 -2.985 1.522
C 3.515 -2.256 0.250
C 2.796 -1.192 -0.113
N 1.807 -0.676 0.715
C 1.911 -0.976 2.042
C 0.999 -0.267 2.886
N 0.002 0.397 2.262
C -0.850 1.101 2.993
C -0.770 1.157 4.381
C 0.192 0.412 5.031
C 1.095 -0.332 4.274
C 2.093 -1.236 4.828
N 2.291 -1.412 6.107
H 4.064 -3.514 1.896
H 4.305 -2.620 -0.394
H 2.939 -0.677 -1.056
H -1.629 1.626 2.456
H -1.481 1.760 4.928
H 0.259 0.375 6.111
C -2.888 2.347 0.247
C -2.940 0.994 0.016
C -2.112 0.400 -0.956
C -1.223 1.182 -1.727
C -1.198 2.571 -1.455
C -2.006 3.134 -0.499
H -3.539 2.804 0.982
H -3.657 0.373 0.539
H -2.335 -0.611 -1.260
H -0.521 3.211 -2.001
H -1.948 4.200 -0.321
Cl 1.269 2.196 0.190
```



# 2
Here is 2 unconnected molecules or ions with the total composition C3H4N3O from OMol25. Energies are from wB97M-V/def2-TZVPD.

Computed properties:
Energy relative to the best compared isomer or geometry (same formula, charge and spin)   2.5212 eV
HOMO   -14.58 eV
Kohn-Sham gap   8.5 eV
Total charge   +1
Molecular weight   98.08 g mol⁻¹
LUMO energy   -6.09 eV

XYZ file:
```
11
C3H4N3O wB97M-V/def2-TZVPD
C -0.969 -1.043 -1.952
C -0.509 -0.834 -0.693
C -0.192 -1.858 0.064
N 1.258 2.145 2.441
N 0.404 1.353 0.530
N 0.840 1.903 1.369
O 0.109 -2.731 0.701
H -1.110 -0.155 -2.586
H -1.322 -1.922 -2.419
H -0.079 0.151 -0.166
H 1.570 2.990 2.711
```



# 3
Here is a molecular structure, C4H22HgO8V from OMol25. Energies are from wB97M-V/def2-TZVPD.

Computed properties:
HOMO (spin up / spin down)   -15.44 / -15.44 eV
Kohn-Sham gap (spin up / spin down)   5.3 / 5.1 eV
Multiplicity   4
Total charge   +2
Molecular weight   449.75 g mol⁻¹
LUMO energy (spin up / spin down)   -10.15 / -10.31 eV

XYZ file:
```
36
C4H22HgO8V wB97M-V/def2-TZVPD
Hg 9.401 -0.149 7.101
V 12.009 -1.689 8.851
C 6.608 -0.751 10.492
C 7.764 -0.088 9.776
O 7.556 0.188 8.395
H 6.562 -1.787 10.141
H 5.673 -0.239 10.288
H 6.809 -0.834 11.558
H 8.761 -0.540 9.901
H 8.029 0.853 10.295
C 10.029 -4.611 8.753
C 9.393 -3.485 7.986
O 10.177 -2.288 7.951
H 11.011 -4.840 8.313
H 9.465 -5.540 8.803
H 10.188 -4.309 9.795
H 8.443 -3.241 8.480
H 9.061 -3.786 6.986
O 11.056 -4.586 12.303
H 10.990 -5.157 13.078
H 11.177 -5.185 11.563
O 10.946 -0.393 5.353
H 11.671 -0.852 5.787
H 11.314 -0.099 4.502
O 12.602 -3.528 9.848
H 12.289 -4.441 9.793
H 13.514 -3.588 10.180
O 5.760 -1.844 7.377
H 5.113 -1.165 7.156
H 6.493 -1.368 7.785
O 8.082 -5.702 4.007
H 7.856 -5.736 4.941
H 9.044 -5.725 3.977
O 11.515 -3.835 5.281
H 12.302 -3.322 5.488
H 10.885 -3.637 5.982
```



# 4
Here is a molecular structure, C33H33N6O4SSe2W from OMol25. Energies are from wB97M-V/def2-TZVPD.

Computed properties:
Energy relative to the best compared isomer or geometry (same formula, charge and spin)   1.6333 eV
HOMO (spin up / spin down)   -9.10 / -9.09 eV
Kohn-Sham gap (spin up / spin down)   3.7 / 3.7 eV
Total charge   +1
Molecular weight   951.49 g mol⁻¹
LUMO energy (spin up / spin down)   -5.36 / -5.36 eV

XYZ file:
```
80
C33H33N6O4SSe2W wB97M-V/def2-TZVPD
W 1.196 -0.171 -0.823
Se 3.265 -1.710 -1.238
Se 3.261 1.505 -0.397
C 3.098 0.614 1.269
C 3.856 0.840 2.399
C 3.517 0.172 3.564
C 2.406 -0.669 3.541
C 1.704 -0.846 2.376
N 2.054 -0.250 1.222
C 3.137 -0.877 -2.945
C 3.943 -1.069 -4.046
C 3.658 -0.349 -5.194
C 2.590 0.544 -5.178
C 1.837 0.680 -4.038
N 2.094 -0.021 -2.922
H 4.688 1.527 2.345
H 4.077 0.327 4.476
H 2.079 -1.172 4.440
H 0.821 -1.468 2.339
H 4.766 -1.768 -3.989
H 4.261 -0.469 -6.083
H 2.345 1.134 -6.049
H 1.010 1.374 -3.983
O 0.125 2.047 1.320
C -1.270 1.794 1.349
C -1.525 0.462 0.592
O -2.637 0.034 0.481
O -0.483 -0.256 0.140
C -2.032 2.979 0.760
C -1.860 4.214 1.383
C -2.539 5.331 0.929
C -3.398 5.226 -0.156
C -3.571 4.003 -0.782
C -2.897 2.879 -0.321
C -1.756 1.551 2.784
C -0.852 1.341 3.814
C -1.309 1.112 5.106
C -2.668 1.095 5.369
C -3.573 1.301 4.336
C -3.123 1.526 3.046
H 0.261 2.969 1.566
H -1.210 4.299 2.249
H -2.403 6.279 1.433
H -3.935 6.096 -0.510
H -4.231 3.913 -1.634
H -3.066 1.921 -0.791
H 0.208 1.363 3.608
H -0.596 0.946 5.904
H -3.026 0.927 6.376
H -4.637 1.285 4.531
H -3.825 1.677 2.237
C 1.220 -3.746 -2.508
C 0.027 -2.888 -2.731
C -1.085 -3.323 -3.461
C -1.989 -2.277 -3.496
C -1.407 -1.215 -2.789
C -2.067 0.110 -2.651
N -0.169 -1.590 -2.315
H 1.076 -4.687 -3.036
H 1.388 -3.965 -1.455
H 2.136 -3.280 -2.885
H -1.184 -4.299 -3.909
H -2.955 -2.246 -3.974
H -2.539 0.376 -3.599
H -1.373 0.892 -2.381
H -2.858 0.071 -1.899
C 2.106 -4.422 1.688
N 0.677 -4.284 1.464
C 0.125 -3.296 0.733
N -1.217 -3.268 0.613
O 0.823 -2.438 0.170
H 2.437 -5.421 1.410
H 2.347 -4.245 2.737
H 2.634 -3.697 1.076
H 0.086 -4.967 1.905
H -1.818 -3.969 1.005
H -1.634 -2.518 0.084
S 0.447 4.156 -2.478
C 0.458 2.688 -1.951
N 0.473 1.556 -1.569
```



# 5
Here is a molecular structure, C38H72F6HfN3O12S2 from OMol25. Energies are from wB97M-V/def2-TZVPD.

Computed properties:
HOMO   -9.52 eV
Kohn-Sham gap   5.6 eV
Total charge   +1
Molecular weight   1119.62 g mol⁻¹
LUMO energy   -3.95 eV

XYZ file:
```
134
C38H72F6HfN3O12S2 wB97M-V/def2-TZVPD
Hf -0.685 5.510 -30.214
C -0.973 5.023 -34.529
C -1.081 3.532 -34.232
C -0.148 2.810 -35.228
C -0.014 1.321 -34.973
C 0.550 1.195 -33.554
C -0.345 1.847 -32.492
N -0.613 3.234 -32.881
O -1.161 4.001 -31.866
C 0.359 1.725 -31.145
C -1.575 0.900 -32.384
C -2.549 3.132 -34.425
H -1.704 5.618 -33.986
H -1.079 5.189 -35.602
H -0.003 5.422 -34.231
H 0.847 3.260 -35.137
H -0.388 3.012 -36.275
H 0.707 0.876 -35.657
H -1.000 0.864 -35.059
H 1.550 1.643 -33.556
H 0.749 0.133 -33.385
H 0.589 0.700 -30.854
H -0.123 2.319 -30.372
H 1.380 2.107 -31.241
H -1.319 0.041 -31.762
H -2.121 0.568 -33.261
H -2.307 1.382 -31.719
H -3.166 3.266 -33.532
H -2.637 2.090 -34.743
H -3.147 3.633 -35.194
C 1.748 3.605 -28.361
C 2.873 3.845 -29.377
C 3.501 2.458 -29.613
C 4.552 2.489 -30.717
C 3.968 3.175 -31.967
C 3.256 4.531 -31.771
N 2.380 4.435 -30.606
O 1.580 5.566 -30.384
C 2.363 4.698 -33.020
C 4.315 5.629 -31.707
C 3.921 4.718 -28.619
H 2.033 2.868 -27.607
H 1.006 2.967 -28.871
H 1.273 4.498 -27.964
H 2.754 1.691 -29.823
H 4.019 2.124 -28.709
H 4.906 1.487 -30.963
H 5.448 2.995 -30.350
H 3.402 2.482 -32.588
H 4.892 3.397 -32.512
H 2.916 4.299 -33.873
H 2.105 5.744 -33.156
H 1.464 4.088 -32.939
H 5.104 5.334 -31.012
H 3.895 6.587 -31.397
H 4.890 5.816 -32.617
H 4.904 4.806 -29.077
H 3.986 4.354 -27.596
H 3.522 5.724 -28.755
C 1.390 8.891 -32.171
F 1.717 9.374 -30.996
F 1.268 9.774 -33.130
F 2.177 7.902 -32.485
S -0.454 8.226 -32.014
O -1.297 9.108 -32.729
O -0.520 6.776 -32.315
N -0.749 7.782 -30.402
S -1.046 9.277 -29.745
O -0.712 9.197 -28.347
O -0.568 10.479 -30.359
C -2.940 9.455 -29.749
F -3.538 8.438 -29.128
F -3.215 10.587 -29.140
F -3.392 9.445 -30.994
C -3.970 6.803 -33.070
C -3.944 5.908 -31.862
O -2.916 5.859 -31.194
C -5.135 5.075 -31.527
H -3.056 7.384 -33.017
H -4.810 7.499 -32.980
H -4.069 6.256 -34.006
H -4.970 4.013 -31.720
H -5.977 5.370 -32.154
H -5.475 5.194 -30.499
C -7.388 8.430 -29.358
C -6.846 9.197 -30.561
O -6.709 8.646 -31.630
C -6.687 10.700 -30.393
H -6.887 8.812 -28.460
H -7.131 7.371 -29.343
H -8.453 8.586 -29.199
H -6.536 10.918 -29.335
H -7.616 11.175 -30.708
H -5.837 11.079 -30.956
C -2.612 7.124 -26.346
C -3.051 6.364 -27.565
O -2.295 6.144 -28.497
C -4.497 5.983 -27.628
H -3.378 7.868 -26.120
H -1.651 7.616 -26.455
H -2.635 6.418 -25.511
H -4.840 5.612 -26.661
H -4.583 5.135 -28.311
H -5.199 6.746 -27.961
C 1.990 13.234 -31.523
C 2.229 12.931 -33.007
O 1.323 12.915 -33.814
C 3.462 12.134 -33.379
H 2.348 12.357 -30.988
H 0.908 13.271 -31.419
H 2.464 14.193 -31.320
H 3.502 12.118 -34.467
H 3.229 11.094 -33.141
H 4.360 12.416 -32.835
C -2.066 12.151 -33.342
C -2.760 12.441 -32.047
O -3.923 12.142 -31.871
C -2.091 13.428 -31.117
H -1.014 11.890 -33.246
H -2.137 13.032 -33.986
H -2.649 11.384 -33.851
H -1.878 14.357 -31.639
H -1.205 12.904 -30.736
H -2.608 13.591 -30.171
C 2.245 7.986 -27.870
C 1.138 7.126 -27.354
O 0.331 6.638 -28.128
C 1.098 6.835 -25.879
H 2.629 8.605 -27.056
H 1.898 8.519 -28.747
H 3.135 7.399 -28.105
H 0.254 6.148 -25.794
H 0.788 7.665 -25.242
H 2.090 6.499 -25.584
```



# 6
Here is 7 unconnected molecules or ions with the total composition C38H67Br2FN3O17S6 from OMol25. Energies are from wB97M-V/def2-TZVPD.

Computed properties:
Energy relative to the best compared isomer or geometry (same formula, charge and spin)   0.0000 eV
HOMO   -4.65 eV
Kohn-Sham gap   6.1 eV
Total charge   -1
Molecular weight   1209.17 g mol⁻¹
LUMO energy   1.47 eV

XYZ file:
```
134
C38H67Br2FN3O17S6 wB97M-V/def2-TZVPD
C -3.917 3.973 -2.852
C -3.020 2.813 -3.324
O -1.845 3.039 -3.456
N -3.505 1.492 -3.648
C -4.791 1.575 -4.396
C -3.806 0.698 -2.427
C -2.774 0.890 -1.278
C -2.645 -0.423 -0.424
C -1.140 -0.800 -0.096
N -0.754 -1.863 -1.057
C 0.327 -1.496 -1.904
Br 1.891 -0.519 -1.269
C 0.292 -1.863 -3.193
C 1.343 -1.606 -4.248
Br -1.264 -2.882 -3.794
C -0.423 -3.148 -0.412
C 0.752 -3.116 0.640
O 1.830 -3.619 0.259
O 0.594 -2.659 1.797
C -1.616 -3.840 0.243
O -2.607 -3.335 0.667
N -1.471 -5.319 0.395
C -2.553 -5.874 -0.352
O -3.616 -6.075 0.121
F -2.368 -6.164 -1.670
H -3.815 4.092 -1.757
H -4.976 3.849 -3.138
H -3.574 4.923 -3.296
H -4.659 2.259 -5.251
H -5.602 1.992 -3.762
H -5.037 0.545 -4.691
H -4.827 0.890 -2.025
H -3.777 -0.372 -2.706
H -1.793 1.223 -1.636
H -3.169 1.707 -0.643
H -3.204 -1.268 -0.850
H -3.106 -0.179 0.557
H -0.559 0.146 -0.187
H -1.159 -1.159 0.946
H 0.961 -0.970 -5.058
H 2.273 -1.194 -3.866
H 1.607 -2.579 -4.721
H -0.074 -3.820 -1.218
H -0.633 -5.598 -0.130
C 1.186 5.247 0.509
C 1.634 4.254 1.590
C 0.516 3.216 1.750
S -0.314 3.129 0.164
O -1.665 3.617 0.322
O -0.026 1.859 -0.456
C 0.654 4.396 -0.638
H 2.005 5.889 0.184
H 0.389 5.889 0.897
H 2.554 3.756 1.271
H 1.844 4.753 2.536
H 0.907 2.232 2.003
H -0.217 3.527 2.494
H 0.027 4.952 -1.334
H 1.464 3.902 -1.175
C 2.863 4.081 -4.336
C 4.255 3.725 -4.860
C 4.325 2.200 -4.985
S 2.642 1.635 -5.276
O 2.210 0.853 -4.150
O 2.514 1.156 -6.633
C 1.888 3.258 -5.167
H 2.659 5.149 -4.420
H 2.781 3.803 -3.281
H 4.402 4.182 -5.842
H 5.042 4.101 -4.204
H 4.952 1.896 -5.812
H 4.675 1.740 -4.064
H 0.901 3.172 -4.712
H 1.804 3.654 -6.180
C 7.445 -2.714 -6.617
C 7.521 -2.746 -5.086
C 7.188 -1.338 -4.581
S 6.114 -0.604 -5.816
O 6.804 0.511 -6.425
O 4.785 -0.475 -5.276
C 6.149 -1.982 -6.952
H 7.459 -3.717 -7.044
H 8.300 -2.164 -7.018
H 6.788 -3.458 -4.699
H 8.503 -3.066 -4.737
H 6.668 -1.362 -3.625
H 8.081 -0.718 -4.503
H 6.112 -1.616 -7.976
H 5.279 -2.605 -6.744
C -2.692 -6.562 5.142
C -2.063 -6.782 3.762
C -0.541 -6.742 3.939
S -0.222 -7.287 5.620
O 0.341 -6.186 6.367
O 0.409 -8.589 5.593
C -1.932 -7.477 6.096
H -3.759 -6.785 5.142
H -2.564 -5.519 5.443
H -2.364 -7.760 3.377
H -2.393 -6.033 3.042
H -0.033 -7.409 3.246
H -0.151 -5.730 3.833
H -2.055 -7.207 7.141
H -2.206 -8.522 5.941
C -1.820 -4.706 11.805
C -2.846 -5.732 12.302
C -3.893 -5.906 11.196
S -3.054 -5.543 9.651
O -3.633 -4.355 9.081
O -2.907 -6.760 8.890
C -1.478 -5.118 10.377
H -0.933 -4.682 12.437
H -2.265 -3.707 11.810
H -2.345 -6.685 12.488
H -3.311 -5.419 13.237
H -4.283 -6.921 11.162
H -4.714 -5.198 11.305
H -1.010 -4.325 9.798
H -0.854 -6.012 10.363
C -2.281 9.418 -1.363
C -1.990 10.650 -0.497
C -0.948 10.239 0.550
S 0.007 8.910 -0.189
O -0.233 7.700 0.557
O 1.340 9.378 -0.471
C -0.920 8.827 -1.715
H -2.847 9.676 -2.257
H -2.865 8.694 -0.790
H -1.586 11.448 -1.125
H -2.893 11.032 -0.023
H -0.281 11.060 0.803
H -1.418 9.852 1.452
H -0.973 7.795 -2.057
H -0.401 9.441 -2.451
```



# 7
Here is a single C2H6S2 molecule from OMol25. Energies are from wB97M-V/def2-TZVPD.

Computed properties:
Energy relative to the best compared isomer or geometry (same formula, charge and spin)   0.3874 eV
HOMO   -8.49 eV
Kohn-Sham gap   9.2 eV
SMILES string   CSSC
Molecular weight   94.20 g mol⁻¹
LUMO energy   0.71 eV

XYZ file:
```
10
C2H6S2 wB97M-V/def2-TZVPD
S 1.316 -0.225 -0.084
S -0.085 1.339 0.157
C 0.915 -0.975 -1.704
C -1.015 0.837 1.701
H 1.814 -1.585 -1.985
H 0.728 -0.164 -2.359
H -0.063 -1.506 -1.692
H -0.773 -0.237 1.927
H -2.134 0.986 1.519
H -0.701 1.529 2.522
```



# 8
Here is a molecular structure, C6H14ClN2NiO2 from OMol25. Energies are from wB97M-V/def2-TZVPD.

Computed properties:
Energy relative to the best compared isomer or geometry (same formula, charge and spin)   5.5807 eV
HOMO (spin up / spin down)   -10.77 / -10.77 eV
Kohn-Sham gap (spin up / spin down)   5.8 / 2.1 eV
Multiplicity   3
Total charge   +1
Molecular weight   240.34 g mol⁻¹
LUMO energy (spin up / spin down)   -5.02 / -8.68 eV

XYZ file:
```
26
C6H14ClN2NiO2 wB97M-V/def2-TZVPD
Ni 6.112 -1.832 -2.854
Cl 3.901 -0.849 -0.655
C 1.877 -0.844 3.484
C 1.168 -2.143 3.684
O 0.258 -2.321 4.438
N 1.493 -3.058 2.767
C 0.786 -4.323 2.615
H 1.493 -0.363 2.584
H 2.936 -1.099 3.464
H 1.738 -0.107 4.275
H 2.244 -2.855 2.124
H 0.206 -4.626 3.486
H 1.460 -5.165 2.774
H 0.312 -4.463 1.643
C -3.059 4.083 -4.015
C -2.293 2.907 -3.420
O -2.126 1.936 -4.144
N -1.869 2.835 -2.180
C -1.345 1.625 -1.593
H -3.838 3.707 -4.678
H -2.521 4.746 -4.693
H -3.443 4.717 -3.216
H -1.932 3.653 -1.591
H -0.455 1.289 -2.125
H -1.991 0.748 -1.630
H -1.112 1.801 -0.543
```